Computed, not measured: a 2-piece molecular cluster, C26H48BrNO8P3 overall in a non-equilibrium geometry, with ωB97M-V/def2-TZVPD.

The geometry in XYZ format:
```
87
Properties=species:S:1:pos:R:3:forces:R:3
C 4.598430 -4.139291 0.645784 0.60 0.42 -0.23
C 4.966526 -2.774362 0.004129 -0.80 -0.99 0.39
C 3.970262 -2.455611 -1.113411 0.64 0.73 -0.31
C 4.213243 -1.085040 -1.792262 -0.31 -0.21 0.39
C 4.495810 0.029656 -0.775460 0.59 -0.19 -0.48
C 4.578788 1.426566 -1.415516 -0.40 -0.72 -0.49
C 3.219453 2.043092 -1.776731 0.32 0.78 0.73
C 2.244850 2.168745 -0.577253 -0.35 0.17 -1.04
C 0.835501 1.625146 -0.899984 0.41 0.49 1.30
C -0.109903 2.048960 0.251261 0.13 -0.62 -0.03
C -1.188286 0.980267 0.604292 0.77 -0.27 0.07
C -2.606114 1.401329 0.175709 1.81 1.31 0.17
C -2.931752 2.670796 1.057876 -0.02 1.35 2.27
O -2.454523 2.699566 2.232450 0.08 -1.12 -0.63
O -3.575382 3.599575 0.574169 -0.41 -0.38 -1.06
O -2.396345 1.957463 -1.163938 -0.96 -2.15 -0.25
C -2.815606 1.061225 -2.077423 -0.20 1.79 -0.91
O -2.707123 1.337126 -3.246963 -0.27 -0.90 0.23
C -3.459437 -0.239371 -1.452556 2.04 0.93 0.61
N -4.638892 -0.659641 -2.221541 0.52 -0.34 0.74
C -4.365631 -1.153101 -3.586640 -1.10 0.00 -1.11
C -5.395244 -1.696383 -1.594009 -1.02 -0.72 0.19
C -6.911547 -1.663251 -1.832147 0.80 -0.18 -0.32
O -4.925661 -2.608829 -0.954235 0.42 0.68 0.06
P -2.091197 -1.548819 -1.814342 -0.08 -0.90 -0.53
O -0.790262 -0.618815 -2.220330 -0.39 -0.19 0.46
Br -1.373604 -2.649204 0.011831 0.13 0.21 0.03
C -3.681505 0.339825 -0.015305 -2.66 0.32 0.50
P -5.324690 1.267658 -0.122257 0.42 1.89 -1.06
O -5.428777 2.294462 -1.179682 -0.27 -0.24 -0.55
P -3.968640 -0.806450 1.453617 1.40 -1.77 -0.60
C -5.747929 -1.210465 1.814586 0.15 0.21 1.39
C -5.736620 -2.526149 2.659845 0.24 0.24 -1.23
C -3.298297 -0.150171 3.033678 -0.29 -0.20 1.08
C -2.569355 -1.304866 3.796865 0.03 0.75 -0.54
H 3.514030 -4.237984 0.709736 0.06 -0.06 0.21
H 5.059093 -4.192632 1.635235 -0.24 -0.20 0.03
H 4.992527 -4.975053 0.060579 -0.15 0.03 -0.03
H 4.914866 -2.043146 0.811753 0.11 0.21 -0.24
H 5.993552 -2.833560 -0.367060 -0.04 0.27 -0.03
H 4.074321 -3.240386 -1.871580 -0.32 -0.02 0.05
H 2.945928 -2.455695 -0.728602 0.09 -0.22 0.11
H 3.316785 -0.828328 -2.369001 0.15 -0.04 -0.13
H 5.055711 -1.182887 -2.486716 -0.05 0.18 -0.01
H 5.473946 -0.180134 -0.340528 -0.09 0.05 0.12
H 3.779378 -0.043145 0.048810 -0.06 0.22 -0.10
H 5.181435 2.082886 -0.788652 -0.26 0.09 0.10
H 5.135939 1.306863 -2.357207 0.11 0.06 0.15
H 2.751611 1.551391 -2.633971 0.02 -0.23 0.19
H 3.422998 3.071507 -2.101577 -0.03 -0.16 -0.27
H 2.154445 3.228065 -0.313845 0.05 -0.08 0.11
H 2.622211 1.644471 0.303296 0.00 0.07 -0.02
H 0.473717 1.972446 -1.868562 0.04 -0.21 -0.05
H 0.939185 0.538045 -0.867082 -0.24 0.00 -0.44
H 0.545167 2.145160 1.123685 -0.25 0.05 0.11
H -0.542040 3.037004 0.089854 -0.02 -0.07 -0.09
H -1.091151 0.832122 1.677842 -0.58 -0.01 -0.07
H -0.841499 0.045249 0.156690 -0.38 0.05 -0.14
H -4.179433 -2.230195 -3.643827 0.23 0.10 0.28
H -5.280029 -0.993270 -4.174049 0.14 0.16 0.03
H -3.571496 -0.622805 -4.105542 0.01 0.24 0.42
H -7.112272 -1.103171 -2.745284 -0.32 0.01 0.17
H -7.261983 -2.694093 -1.880653 0.02 0.05 -0.22
H -7.409727 -1.219117 -0.971082 0.05 0.22 -0.15
H -0.305533 -1.113596 -2.889492 0.11 0.11 -0.04
H -5.525964 1.878770 1.140562 0.10 -0.80 0.16
H -6.353429 0.333658 -0.368274 0.38 -0.22 0.79
H -6.168932 -0.437115 2.469357 -0.36 0.09 -0.47
H -6.377288 -1.407780 0.955584 0.18 0.31 -0.17
H -4.965102 -3.171329 2.227821 0.00 -0.08 0.29
H -5.532347 -2.341552 3.712067 -0.12 -0.11 0.01
H -6.685829 -3.034538 2.476915 -0.06 0.03 0.54
H -2.603282 0.686377 2.954802 -0.42 0.20 -0.39
H -4.115555 0.194012 3.682375 -0.04 0.16 -0.29
H -2.988428 -2.270366 3.517787 0.20 -0.11 0.22
H -2.616237 -1.141316 4.876463 -0.14 -0.10 -0.05
H -1.514297 -1.244603 3.517753 -0.04 -0.44 -0.04
C 8.391574 2.923441 0.385615 -0.11 -0.16 -0.18
C 7.410858 2.265669 1.326743 -0.04 -0.04 0.02
O 6.642545 1.417655 0.941900 0.19 0.02 0.16
C 7.432291 2.714911 2.767772 -0.19 -0.17 0.02
H 8.266714 2.508108 -0.612422 -0.02 -0.01 0.02
H 8.207181 3.998233 0.345912 0.14 0.03 0.10
H 9.413358 2.736771 0.720534 0.01 0.17 0.06
H 7.206864 3.780723 2.830168 0.16 0.03 0.03
H 8.412797 2.519142 3.205333 0.04 0.17 -0.01
H 6.680287 2.163480 3.327958 0.00 0.00 -0.03
```
Positions in Å, forces in eV/Å.

As for the orbital gap: 6.77 eV. Its net charge is -1.

Computed, not measured: a 8-piece molecular cluster, C26H48Cl14F4N3 overall in a non-equilibrium geometry, with ωB97M-V/def2-TZVPD.

The geometry in XYZ format:
```
95
Properties=species:S:1:pos:R:3:forces:R:3
C -3.861950 2.408496 -6.483869 5.82 0.91 4.05
C -2.793701 2.763441 -5.779461 -5.85 -1.28 -2.68
C -1.740328 3.321188 -4.707252 -0.15 0.35 -2.61
N -2.110479 3.101517 -3.274067 -2.78 1.20 0.35
C -2.607480 1.714567 -2.991976 0.81 -2.39 1.72
C -1.384519 0.683619 -3.347764 -0.08 0.28 1.09
C -1.628001 -0.809643 -2.798938 1.34 0.37 -0.50
F -2.401455 -1.524790 -3.776454 1.85 1.28 3.19
F -2.191843 -0.842741 -1.479769 1.08 -0.32 -3.66
F -0.302864 -1.418381 -2.688978 -3.81 1.06 -0.25
C -2.986600 4.157246 -2.733804 0.11 -0.52 0.57
N -3.990930 4.668284 -3.528447 1.37 0.35 0.25
N -2.851991 4.772262 -1.393975 1.18 -0.43 -1.80
C -3.026126 3.779849 -0.276621 -1.40 -1.47 0.04
C -3.267236 4.437043 1.182951 0.02 -0.64 0.29
C -2.282752 3.682939 2.233716 -0.33 -0.27 0.49
C -1.613146 5.607725 -1.257244 1.66 0.99 0.58
C -0.220262 4.797292 -1.348463 0.92 -0.25 -1.38
F 0.947448 5.591425 -0.952704 -2.60 -1.20 -0.50
H -4.692228 1.817245 -7.031445 1.95 1.52 1.05
H -0.716711 2.824416 -4.969361 -1.89 0.76 0.92
H -1.555482 4.463174 -4.868466 -0.50 -2.11 0.21
H -3.600913 1.436344 -3.499038 1.61 0.70 0.31
H -2.785161 1.570772 -1.845995 0.33 0.56 -2.09
H -0.466376 1.099509 -2.757888 -1.56 -0.89 -1.16
H -1.144493 0.627864 -4.469001 -0.46 -0.11 1.77
H -4.852925 4.137458 -3.763032 1.56 0.15 -0.72
H -3.791663 5.604676 -3.948593 -1.24 -0.67 1.23
H -3.997075 3.174890 -0.523176 1.69 1.01 0.31
H -2.164404 3.013274 -0.322094 -1.21 1.28 0.55
H -3.160616 5.589099 1.184901 0.02 -2.01 -0.09
H -4.358692 4.214852 1.532345 1.97 0.47 -0.96
H -2.950601 3.207959 3.064972 1.40 1.08 -1.29
H -1.490645 4.393769 2.677545 -1.40 -1.17 -0.62
H -1.702305 2.793972 1.769577 -1.06 1.61 0.57
H -1.659630 6.439385 -2.060624 0.24 -1.37 1.29
H -1.605630 6.153603 -0.225335 -0.36 -1.10 -1.87
H -0.187873 3.809321 -0.763338 -0.15 1.72 -0.54
H -0.030172 4.519483 -2.465983 -0.20 0.54 1.99
Cl -6.208346 -4.295596 -0.104453 0.03 0.04 -0.02
C -5.183522 -3.966107 -1.522731 0.12 0.01 -0.11
C -5.104686 -2.485052 -1.842242 0.25 -0.11 0.02
Cl -6.655313 -1.840602 -2.435980 -0.01 0.06 0.02
H -5.575986 -4.539251 -2.365256 -0.02 0.15 0.13
H -4.186341 -4.347197 -1.287186 -0.08 0.12 -0.03
H -4.369056 -2.315464 -2.631832 -0.14 -0.14 0.08
H -4.807475 -1.900946 -0.968104 -0.14 -0.13 -0.06
Cl 1.045085 2.991313 1.822314 0.21 0.17 -0.25
C 1.120933 1.822534 3.166934 -0.17 -0.26 0.27
C 1.080256 2.505903 4.521167 -0.08 -0.09 -0.01
Cl 2.560775 3.440636 4.850400 -0.09 0.07 -0.09
H 2.023127 1.224258 3.045338 -0.22 0.32 -0.03
H 0.257170 1.160796 3.059614 0.06 0.09 0.06
H 0.997160 1.757826 5.312940 0.04 0.01 -0.19
H 0.226930 3.183295 4.601532 0.15 -0.05 -0.07
Cl 1.975924 -5.478075 -6.408922 -0.01 0.06 0.00
C 1.783811 -4.191172 -5.193677 -0.02 0.07 0.16
C 0.553787 -3.340587 -5.449071 -0.02 -0.10 0.30
Cl 0.716826 -2.345968 -6.917891 -0.04 0.04 -0.04
H 2.695067 -3.589444 -5.189453 -0.16 -0.06 -0.10
H 1.697282 -4.684448 -4.222175 -0.08 0.08 -0.12
H 0.400375 -2.650346 -4.615928 0.13 -0.14 -0.11
H -0.344239 -3.953712 -5.552980 0.19 0.04 -0.09
Cl 6.679595 -0.055690 4.738261 -0.08 0.01 0.00
C 5.620806 -1.001042 3.663956 -0.08 -0.12 -0.19
C 4.356714 -0.247162 3.297186 0.20 -0.06 -0.25
Cl 3.266847 -0.043148 4.691799 0.18 -0.30 0.30
H 5.395242 -1.948757 4.157672 -0.03 0.19 0.01
H 6.198235 -1.216742 2.761618 -0.10 0.10 0.10
H 3.799661 -0.803965 2.539365 0.10 -0.04 0.11
H 4.581807 0.743643 2.895073 0.04 -0.09 0.17
Cl -1.760143 -1.376843 2.231980 -0.01 0.07 0.02
C -1.350306 -2.846769 1.312369 0.08 -0.27 -0.23
C -2.296044 -3.994724 1.613378 -0.02 0.06 -0.19
Cl -2.097088 -4.612658 3.271185 -0.03 0.04 -0.01
H -0.314427 -3.109668 1.536897 -0.18 0.04 0.09
H -1.412725 -2.584034 0.253478 -0.06 -0.05 0.13
H -2.092039 -4.829681 0.938506 0.07 0.12 0.07
H -3.340270 -3.699916 1.484342 0.14 0.01 0.11
Cl 0.568675 -3.384833 7.690374 0.02 0.04 -0.03
C 0.379985 -4.608743 6.410535 -0.07 -0.19 -0.13
C 1.708983 -5.204283 5.986088 -0.19 -0.24 0.10
Cl 2.726827 -4.021633 5.127628 0.04 0.08 -0.02
H -0.138569 -4.143206 5.569355 0.17 -0.01 0.12
H -0.264870 -5.392531 6.816034 0.16 0.04 -0.03
H 1.540236 -6.035876 5.297713 -0.06 0.14 0.06
H 2.273255 -5.580515 6.842197 -0.08 0.18 -0.10
Cl 8.639883 -2.854111 3.259253 -0.02 -0.02 -0.03
C 9.658701 -2.511111 1.839397 0.18 0.02 -0.18
C 9.723674 -1.028321 1.525180 0.33 -0.12 0.10
Cl 8.164985 -0.396676 0.937322 -0.07 0.03 -0.01
H 9.269149 -3.084407 0.995599 -0.02 0.14 0.13
H 10.659275 -2.884562 2.071236 -0.11 0.14 -0.01
H 10.455832 -0.848857 0.734308 -0.12 -0.09 0.06
H 10.017526 -0.444629 2.400329 -0.17 -0.12 -0.09
```
Positions in Å, forces in eV/Å.

As for the orbital gap: 5.56 eV. Its net charge is +1.

Computed, not measured: an isolated ion of composition C26H48Cl2F4NO4S and charge +1 in a non-equilibrium geometry, with ωB97M-V/def2-TZVPD.

The geometry in XYZ format:
```
86
Properties=species:S:1:pos:R:3:forces:R:3
C -0.860547 0.857999 4.716028 0.01 0.06 -0.14
C -0.687070 0.029915 3.431255 -0.26 0.19 0.24
C -0.823160 0.875993 2.170298 0.04 -0.09 0.11
Cl -2.495409 1.492778 2.129248 -0.33 0.06 -0.03
C -0.496636 0.214009 0.793959 -0.44 0.03 0.10
C -1.421001 -1.009467 0.604280 -0.15 -0.25 -0.27
C -1.253603 -1.972838 -0.586883 -0.07 -0.41 0.20
C -2.584715 -2.516534 -1.094077 -0.20 0.32 0.02
C -3.450449 -3.270641 -0.076934 -0.06 -0.23 -0.28
C -4.939253 -2.999692 -0.299178 0.03 0.09 -0.06
C -5.412778 -1.647071 0.259340 0.01 -0.12 -0.21
C -5.832982 -0.679900 -0.846501 -0.28 0.20 0.20
C -5.801729 0.796208 -0.451472 -0.02 -0.19 0.04
O -4.831085 1.453247 -1.245132 0.21 -0.02 -0.04
C -5.082275 2.829983 -1.413946 0.01 0.09 0.09
C -0.824778 1.216445 -0.346244 0.09 0.14 -0.04
Cl -0.312796 2.920811 -0.040312 -0.05 0.08 0.06
O -0.360521 0.833672 -1.580785 -0.31 -0.57 -0.02
C 1.018400 0.605854 -1.689270 0.18 0.39 -0.05
C 1.265812 0.254257 -3.198478 -0.15 0.63 -0.80
F 0.128510 0.607200 -3.899542 1.53 -0.23 0.64
F 2.327622 1.033392 -3.624449 -1.26 -0.70 0.17
C 1.571581 -1.237014 -3.567440 0.28 0.10 -0.78
F 1.036258 -1.519085 -4.795233 0.85 0.24 1.02
F 2.943515 -1.413861 -3.587251 -1.30 0.02 -0.33
C 1.488790 -0.462055 -0.711189 0.15 -0.37 -0.30
C 2.999316 -0.736872 -0.730377 0.31 -0.01 -0.27
C 3.955117 0.395976 -1.140250 0.35 -0.11 0.33
C 5.291355 0.280958 -0.392765 -0.12 -0.11 -0.48
C 6.332751 1.291679 -0.866506 0.00 0.09 0.13
C 6.022288 2.729594 -0.489092 -0.01 -0.06 -0.08
O 5.018073 3.245925 -1.341555 -0.19 -0.22 -0.11
C 4.198116 4.220428 -0.745888 0.15 0.04 -0.14
N 0.994014 -0.210346 0.735578 0.66 0.46 0.13
S 2.128225 1.104113 1.310064 -0.05 -0.31 0.04
C 1.218338 -1.533982 1.468208 -0.05 -0.45 0.12
C 2.282777 -1.683533 2.551973 -0.02 -0.44 0.03
O 2.146573 -3.047234 2.940406 0.15 0.30 -0.71
H -0.664474 1.915690 4.542494 0.07 0.06 0.00
H -1.871836 0.782567 5.100126 -0.09 0.03 0.03
H -0.176954 0.514674 5.489996 -0.04 -0.04 0.04
H -1.455176 -0.742119 3.412541 0.16 -0.22 -0.01
H 0.286588 -0.441973 3.475963 0.08 -0.10 -0.13
H -0.235553 1.777821 2.287687 0.07 0.10 -0.17
H -2.432503 -0.602604 0.574290 0.04 0.12 -0.05
H -1.397988 -1.619242 1.504635 -0.21 0.16 0.04
H -0.645244 -2.822854 -0.260434 0.16 0.00 -0.07
H -0.762424 -1.524456 -1.439354 -0.10 0.21 -0.10
H -2.378319 -3.149671 -1.957246 -0.09 -0.06 -0.04
H -3.156655 -1.666923 -1.475464 0.03 0.08 -0.04
H -3.163140 -3.001112 0.939101 -0.08 -0.04 0.18
H -3.290530 -4.343257 -0.190879 0.22 -0.04 0.14
H -5.104097 -2.992517 -1.379029 -0.10 -0.15 -0.06
H -5.537843 -3.822892 0.084951 0.00 -0.02 0.16
H -4.618443 -1.192100 0.857548 0.09 0.04 0.04
H -6.250063 -1.803606 0.939208 0.01 0.06 0.11
H -6.841223 -0.932758 -1.174596 0.00 -0.13 -0.11
H -5.188795 -0.791888 -1.715453 0.09 0.02 -0.08
H -6.780160 1.265758 -0.574203 -0.04 0.06 -0.15
H -5.538544 0.893725 0.606999 0.04 0.10 0.14
H -5.251313 3.333711 -0.459187 0.01 0.03 0.11
H -5.953324 2.996638 -2.051520 -0.07 -0.01 -0.03
H -4.208734 3.268588 -1.885331 0.08 0.03 -0.09
H -1.908140 1.247774 -0.434241 0.04 0.12 0.03
H 1.556492 1.541697 -1.518963 -0.01 0.06 -0.05
H 1.144494 -1.943490 -2.853970 0.03 -0.05 -0.09
H 0.993398 -1.387835 -0.975429 -0.08 0.09 0.23
H 3.145534 -1.571885 -1.414733 0.06 0.00 0.08
H 3.326057 -1.115551 0.232698 -0.13 -0.06 0.13
H 3.536074 1.375490 -0.933885 -0.03 0.15 -0.21
H 4.175245 0.330581 -2.204483 -0.21 0.20 -0.02
H 5.681495 -0.724461 -0.575807 0.04 -0.05 0.15
H 5.124792 0.385887 0.680809 0.02 -0.03 0.17
H 6.437156 1.219393 -1.950996 0.07 0.07 -0.03
H 7.304073 1.044824 -0.433724 0.00 -0.08 0.00
H 6.920430 3.345534 -0.566245 0.08 0.09 0.00
H 5.687590 2.768986 0.554023 -0.05 0.01 0.12
H 3.477435 4.539409 -1.493390 -0.05 0.02 -0.04
H 3.662006 3.811534 0.116936 -0.07 -0.03 0.15
H 4.772349 5.088932 -0.421268 0.06 0.11 0.08
H 1.626653 1.186335 2.544219 -0.04 -0.05 0.12
H 0.278013 -1.838509 1.907611 0.16 0.14 0.04
H 1.445116 -2.283960 0.713159 0.01 0.08 0.01
H 2.126464 -1.018562 3.395279 0.08 0.16 0.08
H 3.288602 -1.543319 2.170058 0.13 0.18 0.00
H 1.918773 -3.108319 3.859606 -0.12 -0.05 0.66
```
Positions in Å, forces in eV/Å.

The SMILES is CC[C@H](Cl)[C@@]1(CCCCCCCCOC)[C@@H](Cl)O[C@H](C(F)(F)C(F)F)[C@@H](CCCCCOC)[N@+]1(S)CCO. As for the orbital gap: 8.28 eV. Its net charge is +1.

| no. | energy (Eh) |
| --- | --- |
| 1 | -5274.29173 |
| 2 | -8025.37101 |
| 3 | -3092.88285 |